A molecular structure, C50H32Br6F2O12, computed with the ωB97M-V functional and the def2-TZVPD basis.

```
102
Properties=species:S:1:pos:R:3:forces:R:3
C 1.729970 -3.937500 15.841490 0.301 -0.465 -2.563
C 3.197620 -4.141660 15.493040 1.011 1.059 -0.201
O 3.172880 -4.874040 14.300330 2.411 1.574 -0.331
C 2.131110 -5.656270 14.351230 -1.153 -2.036 -3.606
O 1.944200 -6.554570 13.539920 -0.038 1.514 2.413
O 1.321920 -5.130840 15.224950 -3.890 -3.212 1.211
F 3.738420 -4.987640 16.371160 0.913 -0.600 1.801
H 1.313530 -3.275640 15.082120 -0.009 1.404 0.994
H 1.274130 -3.954040 16.831450 0.797 0.547 0.003
H 3.877510 -3.308350 15.315770 -0.335 0.226 0.269
C 8.605470 -0.674230 10.819200 -0.115 -0.443 0.451
C 8.006170 -0.269670 12.206190 1.681 0.064 -1.667
O 6.831680 -0.903460 12.205390 -1.503 -1.298 1.099
C 6.443860 -1.238150 10.921470 -6.558 -0.621 3.313
O 5.272820 -1.517150 10.709970 2.556 0.369 -0.043
O 7.415550 -1.208530 10.165870 4.568 0.631 -3.842
F 7.707620 1.053370 12.219860 0.577 1.098 0.220
H 9.338360 -1.478870 10.878660 -0.213 -0.156 0.237
H 9.092440 0.111240 10.241270 -0.649 0.225 0.010
H 8.678170 -0.534960 13.022360 -0.351 0.169 0.253
C -1.228370 4.433620 27.805450 0.429 0.296 -0.304
C -1.295560 3.358190 28.656650 -0.248 -0.166 -1.089
C -0.712880 2.206750 28.179110 -0.122 -2.115 1.193
C 0.063970 2.081490 27.051200 1.095 -0.307 -0.696
C 0.226740 3.225960 26.254650 0.666 -0.739 -0.431
C -0.492860 4.360900 26.607790 -0.702 0.692 0.530
C 1.212640 3.202860 25.073710 -1.108 0.572 0.821
O 1.264290 4.184020 24.363120 0.451 -0.580 -0.164
C 2.102640 1.996210 24.921580 -0.195 -0.934 -0.619
C 3.117040 2.010030 23.948100 0.211 -0.189 0.746
C 4.101550 1.021290 23.943860 0.328 0.047 0.083
C 4.102770 -0.056010 24.817820 -2.953 0.386 0.884
C 2.867690 -0.272740 25.546280 1.352 2.141 0.685
C 1.913190 0.793810 25.671070 0.653 0.122 -0.281
C 0.801670 0.725230 26.727120 -0.150 1.013 -0.166
O 0.531650 -0.299480 27.307890 0.073 0.450 -0.193
H -1.745590 5.329290 28.116340 0.030 0.295 -0.418
H -1.932290 3.376240 29.528810 0.238 -0.094 0.173
H -0.880450 1.288040 28.721610 0.131 -0.182 0.262
H -0.585080 5.243100 25.991660 0.636 -0.090 -0.358
H 3.277060 2.852790 23.291930 -0.361 0.183 0.065
H 4.971260 1.149280 23.316470 0.029 0.174 -0.173
H 5.012730 -0.601210 25.020640 -0.250 -0.499 -0.267
H 2.837170 -1.005300 26.339270 -0.237 -0.475 -0.289
C 12.119370 2.502880 14.606520 0.326 -0.322 0.162
C 11.324230 3.476550 15.264420 1.118 -3.904 -0.057
C 11.088780 4.601340 14.631470 -0.360 3.431 -0.582
C 11.616360 4.939590 13.364680 -0.701 -1.837 0.566
C 12.315270 3.901300 12.675750 -0.611 1.363 0.428
C 12.663270 2.709010 13.344970 -0.819 1.233 0.344
C 12.763080 4.189030 11.283780 2.845 -1.379 0.233
O 13.357370 3.310770 10.637790 -1.525 1.117 0.632
C 12.885790 5.614210 10.924140 -0.681 1.528 -0.858
C 13.777350 5.941030 9.868460 -0.904 -2.884 0.374
C 13.934940 7.193280 9.432770 -2.832 1.980 -0.036
C 13.033280 8.114270 10.008680 2.600 1.825 -0.373
C 12.265670 7.921890 11.134710 -0.666 0.807 -0.406
C 12.091420 6.653400 11.548590 1.599 -4.285 0.959
C 11.307730 6.255950 12.789770 -2.391 3.724 -0.212
O 10.453900 7.095240 13.249170 3.031 -3.329 -1.128
H 12.370290 1.549100 15.046680 -0.075 0.022 0.476
H 10.838410 3.349500 16.220580 0.338 -0.502 0.129
H 10.538970 5.246030 15.301170 -0.243 1.071 -0.921
H 13.407850 2.046880 12.928350 -0.362 -0.223 -0.269
H 14.163930 5.148600 9.244760 0.422 -0.441 0.554
H 14.354310 7.476820 8.478760 0.684 -0.165 0.241
H 13.267150 9.092530 9.615350 -0.873 0.600 0.182
H 11.716410 8.654750 11.707110 0.053 0.551 -0.436
C 2.871020 10.407330 14.739940 -2.067 -0.204 -0.135
C 2.780470 11.778840 14.725340 1.264 0.130 -1.088
C 1.617460 12.438060 14.992960 -1.530 0.336 1.132
C 0.518140 11.739820 15.543970 -0.516 0.465 0.454
C 0.595590 10.336530 15.664340 0.038 1.458 0.341
C 1.718380 9.714360 15.135950 1.681 -0.853 -0.169
C -0.419670 9.537240 16.436550 -0.324 1.681 -1.335
O -0.299070 8.355400 16.388510 -0.473 -1.989 0.852
C -1.580030 10.265160 17.082920 -0.887 1.800 1.032
C -2.469220 9.626650 18.010180 0.066 1.644 -1.298
C -3.517550 10.394130 18.583130 1.315 -1.398 -0.141
C -3.663720 11.736960 18.349940 0.264 0.681 -0.812
C -2.840600 12.442260 17.454200 0.890 -2.242 0.112
C -1.756330 11.706690 16.826060 -1.024 -0.854 1.450
C -0.749640 12.491260 16.064470 0.471 1.854 -1.322
O -0.945910 13.709150 15.854360 0.897 -2.893 0.376
H 3.707100 9.913810 14.266850 0.107 -0.185 0.392
H 3.655840 12.269070 14.325600 -0.064 0.622 0.130
H 1.536420 13.509160 14.880720 -0.006 0.080 0.002
H 1.840360 8.645810 15.037400 -0.700 -0.241 0.454
H -2.368580 8.570420 18.211790 0.083 -0.019 0.025
H -4.199570 9.930030 19.280160 0.013 -0.207 0.027
H -4.462680 12.227510 18.886050 -0.040 0.316 -0.133
H -3.051230 13.493060 17.320590 0.544 0.010 -0.348
C 1.202500 3.044680 10.960030 0.223 1.223 -0.410
Br 2.973970 3.888890 11.455000 -1.491 -0.621 -0.113
Br 0.325430 4.218740 9.521030 0.805 -1.222 1.292
Br -0.043440 2.746820 12.434080 0.829 0.255 -0.666
H 1.489380 2.080610 10.540060 -0.340 0.349 -0.078
C 4.157770 2.034180 16.765670 0.120 1.123 0.934
Br 5.249830 0.701850 17.756620 -0.788 0.926 -0.720
Br 5.064430 3.831500 16.652760 -0.412 -1.306 0.146
Br 2.374580 2.350540 17.651880 1.398 -0.549 -0.853
H 4.071310 1.738510 15.720110 -0.315 -0.200 0.456
```
Forces are in eV/Å.

Output
highest occupied orbital energy: -9.6 eV
spin multiplicity: 1
LUMO level: -1.6101 eV
M: 1342.2 g mol⁻¹
E_tot: -18471.09630 Ha
HOMO-LUMO gap: 0.29532 Eh
strongest force on any atom: 7.37 eV/A